DFT (ωB97M-V/def2-TZVPD) results for 9 unconnected molecules or ions with the total composition C32H86N4O16 in a non-equilibrium geometry.

Its multiplicity is 1. For the total energy, the calculation gives -73289.471 eV. Its highest occupied orbital energy is -8.7 eV. The charge is 0. The calculation puts the energy above the lowest of the compared OMol25 structures with the same formula, charge and spin at 58.1 kJ/mol. As for the SMILES: COCCNCCOC.COCCNCCOC.COCCNCCOC.COCCNCCOC.OCCO.OCCO.OCCO.CO.CO.

Last column: Löwdin charge in e.
Positions of all 138 atoms, in Å:
C (-5.345, -20.564, -13.545)  -0.094
O (-5.987, -21.855, -13.228)  -0.232
C (-7.379, -21.767, -13.546)  -0.251
C (-8.054, -23.066, -13.257)  -0.254
N (-8.107, -23.446, -11.898)  -0.048
C (-6.912, -24.052, -11.352)  -0.207
C (-7.228, -24.803, -10.079)  -0.249
O (-7.983, -25.942, -10.268)  -0.172
C (-7.161, -27.084, -10.231)  -0.105
H (-5.558, -20.352, -14.623)  0.082
H (-4.248, -20.614, -13.227)  0.096
H (-5.779, -19.634, -12.991)  0.103
H (-7.405, -21.535, -14.603)  0.113
H (-7.805, -20.951, -12.966)  0.121
H (-7.542, -23.732, -13.970)  0.125
H (-9.106, -22.939, -13.589)  0.135
H (-8.908, -24.108, -11.770)  0.136
H (-6.170, -23.340, -11.228)  0.084
H (-6.467, -24.771, -12.059)  0.127
H (-7.792, -24.153, -9.418)  0.128
H (-6.288, -25.059, -9.618)  0.105
H (-7.790, -27.908, -10.607)  0.100
H (-6.893, -27.284, -9.209)  0.085
H (-6.290, -27.055, -10.902)  0.065
C (2.095, -21.794, -10.305)  -0.091
O (1.643, -23.067, -10.806)  -0.205
C (0.204, -23.171, -10.651)  -0.195
C (-0.263, -24.568, -11.159)  -0.181
N (-1.502, -25.040, -10.557)  -0.070
C (-2.725, -24.415, -11.009)  -0.179
C (-2.895, -24.355, -12.530)  -0.193
O (-2.801, -25.694, -12.994)  -0.244
C (-2.627, -25.814, -14.424)  -0.051
H (1.692, -21.046, -10.944)  0.071
H (3.179, -21.922, -10.266)  0.094
H (1.764, -21.586, -9.307)  0.069
H (-0.189, -22.359, -11.284)  0.119
H (-0.055, -23.040, -9.600)  0.109
H (0.564, -25.233, -10.855)  0.121
H (-0.278, -24.505, -12.294)  0.129
H (-1.512, -26.026, -10.911)  0.121
H (-2.728, -23.366, -10.641)  0.137
H (-3.548, -24.930, -10.572)  0.103
H (-2.040, -23.861, -12.878)  0.084
H (-3.840, -23.933, -12.796)  0.116
H (-3.414, -26.368, -14.928)  0.084
H (-1.676, -26.427, -14.532)  0.111
H (-2.476, -24.800, -14.788)  0.084
C (2.553, -26.294, -6.415)  -0.099
O (2.846, -27.506, -7.032)  -0.223
C (4.147, -28.005, -6.672)  -0.174
C (4.092, -29.424, -5.975)  -0.159
N (3.530, -30.532, -6.789)  -0.038
C (3.960, -30.572, -8.139)  -0.251
C (3.618, -31.866, -8.836)  -0.223
O (2.206, -32.020, -8.923)  -0.203
C (1.756, -33.313, -9.253)  -0.093
H (2.783, -25.483, -7.077)  0.086
H (3.047, -26.302, -5.475)  0.076
H (1.473, -26.255, -6.405)  0.089
H (4.533, -27.301, -5.849)  0.132
H (4.854, -28.009, -7.444)  0.088
H (3.624, -29.334, -5.038)  0.064
H (5.211, -29.571, -5.782)  0.134
H (2.525, -30.377, -6.689)  0.099
H (5.054, -30.503, -8.218)  0.133
H (3.489, -29.758, -8.785)  0.128
H (4.088, -32.682, -8.221)  0.137
H (4.076, -31.850, -9.841)  0.129
H (2.031, -34.042, -8.527)  0.084
H (2.021, -33.653, -10.271)  0.102
H (0.697, -33.258, -9.315)  0.049
C (0.388, -27.393, 0.723)  -0.124
O (1.409, -27.370, -0.267)  -0.193
C (1.957, -28.696, -0.436)  -0.211
C (2.797, -28.782, -1.726)  -0.184
N (1.927, -28.787, -2.901)  -0.070
C (1.449, -30.109, -3.326)  -0.184
C (0.296, -30.030, -4.389)  -0.222
O (-0.769, -29.392, -3.821)  -0.185
C (-1.859, -29.196, -4.575)  -0.141
H (-0.473, -27.977, 0.390)  0.085
H (0.070, -26.368, 0.845)  0.078
H (0.703, -27.713, 1.754)  0.099
H (1.113, -29.375, -0.500)  0.102
H (2.496, -28.984, 0.499)  0.127
H (3.397, -29.713, -1.807)  0.124
H (3.484, -27.949, -1.756)  0.106
H (1.106, -28.257, -2.704)  0.085
H (1.083, -30.720, -2.486)  0.113
H (2.346, -30.616, -3.712)  0.104
H (0.033, -31.070, -4.676)  0.128
H (0.500, -29.560, -5.375)  0.111
H (-2.421, -28.359, -4.206)  0.083
H (-2.501, -30.102, -4.445)  0.101
H (-1.672, -29.168, -5.682)  0.095
O (1.916, -21.980, -3.844)  -0.080
C (2.125, -22.595, -5.151)  -0.221
C (0.717, -22.964, -5.605)  -0.237
O (0.696, -23.511, -6.937)  -0.101
H (2.410, -21.162, -3.848)  0.070
H (2.617, -21.865, -5.865)  0.132
H (2.804, -23.483, -5.106)  0.113
H (0.194, -22.049, -5.529)  0.100
H (0.294, -23.666, -4.900)  0.120
H (-0.124, -24.017, -7.132)  0.044
O (0.591, -28.980, -8.042)  -0.083
C (0.041, -28.216, -9.127)  -0.210
C (0.988, -28.515, -10.279)  -0.225
O (0.826, -29.908, -10.610)  -0.082
H (1.249, -28.476, -7.591)  0.021
H (-0.939, -28.594, -9.434)  0.101
H (-0.063, -27.181, -8.901)  0.097
H (2.028, -28.171, -10.008)  0.134
H (0.661, -27.922, -11.122)  0.094
H (1.546, -30.442, -10.196)  0.077
O (-1.601, -28.825, -11.777)  -0.116
C (-2.925, -29.479, -11.641)  -0.176
C (-4.107, -28.588, -11.157)  -0.292
O (-4.558, -27.792, -12.167)  -0.092
H (-0.868, -29.461, -11.643)  0.056
H (-3.146, -29.913, -12.601)  0.099
H (-2.784, -30.424, -10.980)  0.128
H (-3.813, -28.019, -10.215)  0.130
H (-4.914, -29.293, -10.839)  0.127
H (-3.801, -27.284, -12.579)  0.085
C (-1.962, -32.327, -8.500)  -0.141
O (-1.692, -30.921, -8.469)  -0.126
H (-2.549, -32.751, -7.701)  0.065
H (-2.446, -32.601, -9.407)  0.061
H (-1.024, -32.912, -8.383)  0.066
H (-0.772, -30.744, -8.203)  0.054
C (-2.531, -26.016, -7.024)  -0.109
O (-1.635, -25.040, -7.583)  -0.163
H (-2.683, -25.784, -5.975)  0.080
H (-3.521, -25.930, -7.407)  0.057
H (-2.115, -27.020, -7.246)  0.079
H (-1.642, -25.082, -8.555)  0.032